1.
C25H29MoN3O4SSi | ωB97M-V with the def2-TZVPD basis set

Each line ends with the natural charge from an NBO analysis.
Positions of all 64 atoms, in Å:
Mo 0.304 1.354 0.547  1.1218
C -1.355 0.569 1.350  -0.9843
Si -1.519 -0.878 0.007  1.6796
C -0.860 -0.123 -1.611  -0.7170
N -0.010 1.144 -1.566  -0.3864
C 1.341 1.012 -2.276  -0.2031
C 1.311 1.468 -3.731  -0.4331
C -0.019 1.152 -4.396  -0.4084
C -1.127 1.949 -3.699  -0.4392
C -0.787 2.264 -2.242  -0.2137
C -0.431 -2.243 0.598  -0.4690
C -0.192 -2.473 1.957  -0.2381
C 0.586 -3.545 2.375  -0.1878
C 1.131 -4.409 1.436  -0.1687
C 0.889 -4.208 0.084  -0.1875
C 0.113 -3.134 -0.331  -0.2016
C -3.281 -1.308 -0.135  -0.4941
C -3.732 -2.509 0.423  -0.1939
C -5.072 -2.857 0.310  -0.1812
C -5.959 -2.015 -0.345  -0.1529
C -5.521 -0.815 -0.897  -0.2003
C -4.188 -0.464 -0.789  -0.1994
H -1.304 0.050 2.310  0.3039
H -2.185 1.272 1.337  0.3005
H -1.736 0.106 -2.218  0.2663
H -0.299 -0.904 -2.124  0.2668
H 1.629 -0.030 -2.180  0.2346
H 2.062 1.605 -1.712  0.2105
H 2.139 0.967 -4.233  0.2566
H 1.512 2.540 -3.799  0.2178
H -0.220 0.080 -4.344  0.2074
H 0.015 1.403 -5.454  0.2538
H -2.089 1.440 -3.771  0.2250
H -1.265 2.914 -4.191  0.2533
H -1.690 2.436 -1.659  0.2229
H -0.154 3.146 -2.165  0.2236
H -0.622 -1.834 2.721  0.2000
H 0.756 -3.713 3.431  0.2340
H 1.735 -5.247 1.758  0.2397
H 1.301 -4.891 -0.646  0.2377
H -0.066 -3.015 -1.395  0.2073
H -3.048 -3.181 0.928  0.2310
H -5.423 -3.789 0.732  0.2387
H -7.001 -2.293 -0.430  0.2401
H -6.218 -0.163 -1.407  0.2364
H -3.860 0.479 -1.221  0.1950
C 1.672 3.958 3.199  -0.6807
C 2.350 2.726 2.723  0.5002
N 1.930 1.779 1.861  -0.4991
C 2.930 0.811 1.816  -0.0255
C 3.945 1.168 2.624  0.0855
N 3.550 2.361 3.180  -0.4460
C 5.283 0.617 3.003  0.7580
O 5.659 -0.527 2.458  -0.6175
O 5.926 1.232 3.803  -0.5135
C 2.731 -0.295 0.887  0.7868
O 3.409 -1.263 0.743  -0.4989
O 1.564 -0.073 0.220  -0.6993
H 0.645 4.017 2.855  0.2485
H 2.212 4.841 2.858  0.2765
H 1.657 3.962 4.290  0.2769
H 4.128 2.860 3.851  0.4798
H 5.014 -0.865 1.806  0.5130
S -0.197 3.382 0.482  0.2109

gap between HOMO and LUMO: 5.98 eV
ΔE to the lowest compared entry with this formula, charge and spin: 0.403 eV
net charge: +2
HOMO: -14.54 eV

2.
C25H29N10Pt | ωB97M-V with the def2-TZVPD basis set

Each line ends with the natural charge from an NBO analysis.
Positions of all 65 atoms, in Å:
Pt 0.034 0.177 -0.285  1.4339
C 1.956 -1.803 1.263  -0.4192
N 1.236 -1.910 -0.030  -0.3258
C 2.176 -2.032 -1.163  -0.4271
C 0.258 -2.978 0.025  0.1212
C 0.615 -4.289 -0.169  -0.2092
C -0.346 -5.295 -0.041  -0.0888
C -1.669 -4.977 0.268  -0.1857
C -2.041 -3.665 0.451  -0.1355
C -1.076 -2.636 0.343  0.0897
N -1.361 -1.318 0.421  -0.4299
C -2.608 -0.789 0.770  0.1302
C -3.378 -1.200 1.855  -0.2160
C -4.554 -0.524 2.148  -0.1775
C -4.956 0.548 1.362  -0.1300
C -4.190 0.956 0.270  -0.2092
C -3.024 0.282 -0.018  0.0941
N -2.195 0.554 -1.173  -0.3825
C -2.414 -0.440 -2.261  -0.4126
C -2.262 1.937 -1.678  -0.4361
H 2.434 -2.759 1.484  0.2429
H 2.715 -1.034 1.199  0.2281
H 1.251 -1.577 2.061  0.2110
H 2.822 -2.900 -1.022  0.2396
H 1.624 -2.146 -2.092  0.2308
H 2.810 -1.153 -1.199  0.2213
H 1.637 -4.560 -0.403  0.2490
H -0.056 -6.327 -0.191  0.2627
H -2.410 -5.762 0.348  0.2658
H -3.077 -3.414 0.636  0.2414
H -3.039 -2.014 2.485  0.2406
H -5.150 -0.830 2.997  0.2610
H -5.879 1.067 1.587  0.2609
H -4.531 1.775 -0.350  0.2500
H -3.212 -0.091 -2.919  0.2389
H -1.508 -0.580 -2.841  0.1953
H -2.711 -1.395 -1.839  0.2319
H -3.183 2.091 -2.245  0.2391
H -2.237 2.639 -0.848  0.2316
H -1.421 2.125 -2.341  0.2226
N 1.875 1.063 -4.188  -0.2932
C 0.780 0.626 -3.582  0.2294
N 0.963 0.725 -2.267  -0.6151
C 2.222 1.255 -2.156  0.2765
N 2.801 1.475 -3.303  -0.1723
C 2.809 1.563 -0.853  0.0932
C 4.030 2.213 -0.708  0.0721
N 4.495 2.535 0.492  -0.2817
C 3.749 2.221 1.549  0.0370
C 2.539 1.551 1.417  0.0087
N 2.081 1.215 0.212  -0.4713
H 2.063 1.126 -5.182  0.4665
H -0.092 0.270 -4.105  0.2490
H 4.623 2.473 -1.576  0.2541
H 4.122 2.506 2.525  0.2484
H 1.945 1.278 2.280  0.2263
N -0.737 0.737 2.825  -0.3250
C -1.043 1.734 3.674  0.0235
C -0.975 2.913 2.964  -0.2938
C -0.619 2.531 1.670  -0.0154
N -0.476 1.206 1.592  -0.3854
H -0.720 -0.250 3.023  0.4307
H -1.279 1.541 4.710  0.2698
H -1.154 3.910 3.331  0.2816
H -0.435 3.158 0.810  0.2377

gap between HOMO and LUMO (spin up / spin down): 8.23 / 5.61 eV
net charge: +3
spin multiplicity: 5
<S²>: 6.0517
HOMO (spin up / spin down): -17.00 / -17.53 eV

3.
C25H29N3O2 | ωB97M-V with the def2-TZVPD basis set

Each line ends with the natural charge from an NBO analysis.
Positions of all 59 atoms, in Å:
C -9.555 -0.320 -1.722  -0.6173
C -8.389 -0.809 -0.879  -0.0656
O -7.438 0.236 -0.812  -0.5139
C -6.283 0.037 -0.131  0.4029
C -5.939 -1.134 0.540  -0.3369
C -4.725 -1.217 1.193  -0.1267
C -3.817 -0.161 1.180  -0.1825
C -2.523 -0.343 1.887  0.5254
O -2.431 -1.102 2.841  -0.5725
C -1.376 0.385 1.345  -0.3536
C -0.162 0.252 1.911  -0.0687
C 1.078 0.824 1.490  -0.1849
C 2.301 0.408 1.972  0.0505
N 3.323 1.078 1.379  -0.3699
C 4.719 0.707 1.492  -0.0277
N 5.132 -0.367 0.628  -0.4486
C 4.488 -1.640 0.908  -0.2519
C 5.174 -2.743 0.092  -0.2213
N 5.172 -2.490 -1.334  -0.4362
C 3.895 -2.716 -1.977  -0.4158
C 5.742 -1.182 -1.586  -0.2218
C 5.067 -0.056 -0.791  -0.2492
C 2.782 1.976 0.486  0.1283
C 3.412 2.910 -0.326  -0.2481
C 2.619 3.723 -1.108  -0.2001
C 1.229 3.620 -1.075  -0.2354
C 0.598 2.702 -0.264  -0.1975
C 1.371 1.854 0.527  -0.0150
C -4.178 1.015 0.522  -0.1557
C -5.392 1.114 -0.117  -0.2900
H -9.209 -0.060 -2.719  0.2142
H -10.310 -1.098 -1.797  0.2134
H -9.996 0.564 -1.268  0.2146
H -8.734 -1.070 0.131  0.1726
H -7.937 -1.700 -1.337  0.1723
H -6.607 -1.980 0.562  0.2200
H -4.454 -2.118 1.722  0.2317
H -1.526 0.968 0.453  0.2006
H -0.101 -0.399 2.777  0.2238
H 2.497 -0.337 2.721  0.2161
H 5.331 1.585 1.267  0.2059
H 4.905 0.398 2.527  0.2047
H 4.599 -1.858 1.973  0.2022
H 3.411 -1.617 0.668  0.1748
H 4.688 -3.701 0.285  0.2018
H 6.220 -2.809 0.408  0.1983
H 3.592 -3.746 -1.792  0.2017
H 4.020 -2.583 -3.051  0.2016
H 3.086 -2.053 -1.639  0.1660
H 5.682 -0.966 -2.654  0.2017
H 6.796 -1.228 -1.296  0.1976
H 5.606 0.877 -0.967  0.2033
H 4.028 0.075 -1.137  0.1768
H 4.487 3.010 -0.343  0.2131
H 3.081 4.458 -1.750  0.2123
H 0.639 4.280 -1.693  0.2130
H -0.479 2.657 -0.237  0.2097
H -3.521 1.872 0.536  0.2133
H -5.685 2.022 -0.621  0.2225

gap between HOMO and LUMO: 7.89 eV
SMILES string: CCOc1ccc(C(=O)/C=C/c2cn(CN3CCN(C)CC3)c3ccccc23)cc1
ΔE to the lowest compared entry with this formula, charge and spin: 2.217 eV
HOMO: -7.76 eV

| no. | electronic energy (a.u.) |
| --- | --- |
| 1 | -2190.6800 |
| 2 | -1635.8649 |
| 3 | -1284.7735 |